a | 23
Properties=species:S:1:pos:R:3 method="wB97M-V/def2-TZVPD" orbital_gap_ev=8.878 smiles=CNCCCCS.O lumo_energy_ev=0.45 total_charge=0
C -0.339 -0.231 1.740
C -0.287 -1.215 0.526
C 0.876 -0.814 -0.393
S 2.576 -1.154 0.230
C -0.770 1.206 1.420
N -2.047 1.574 0.772
C -2.262 1.264 -0.612
H -1.060 -0.620 2.466
H 0.674 -0.175 2.122
H -0.091 -2.232 0.849
H -1.222 -1.072 -0.009
H 0.957 0.235 -0.646
H 0.771 -1.457 -1.266
H 2.620 -0.247 1.220
H -0.036 1.652 0.737
H -0.761 1.794 2.338
H -2.814 1.235 1.326
H -1.646 0.567 -1.222
H -3.255 0.950 -0.936
H -1.987 2.134 -1.245
H -0.622 0.100 -3.915
H 0.450 0.833 -3.283
O -0.274 0.239 -3.000

---

b | 23
Properties=species:S:1:pos:R:3 method="wB97M-V/def2-TZVPD" orbital_gap_ev=8.816 smiles=CCN[C@@H](C)CS.O lumo_energy_ev=0.62 total_charge=0
C -0.499 -0.399 -1.658
N -0.395 -0.304 -0.212
C -0.999 0.835 0.467
C -0.165 1.337 1.664
S 1.659 1.406 1.401
C -2.407 0.420 0.931
C 0.836 -0.347 -2.382
H -0.985 -1.355 -1.910
H -1.209 0.362 -1.982
H -0.326 -1.134 0.356
H -1.220 1.613 -0.259
H -0.524 2.333 1.911
H -0.346 0.696 2.525
H 1.847 0.085 1.348
H -2.519 -0.536 1.445
H -2.958 1.101 1.597
H -3.055 0.329 0.052
H 1.539 0.344 -1.918
H 1.401 -1.284 -2.266
H 0.696 -0.249 -3.458
H 3.388 -1.018 0.592
H 3.191 -2.338 1.310
O 3.049 -1.898 0.443

---

Bottom line: b, by a margin of 46.7 kJ/mol.

---

a | 23
Properties=species:S:1:pos:R:3 method="wB97M-V/def2-TZVPD" orbital_gap_ev=9.629 smiles=CN(C)CCCS.O lumo_energy_ev=0.79 total_charge=0
C -1.700 0.428 -0.300
C -1.344 1.890 -0.745
S -0.640 2.217 -2.419
C -0.523 -0.571 -0.650
N 0.427 -0.753 0.459
C 1.672 -1.452 0.081
C -0.240 -1.398 1.668
H -1.884 0.489 0.841
H -2.673 -0.038 -0.825
H -0.698 2.312 0.106
H -2.297 2.344 -0.639
H -0.239 0.978 -2.699
H -0.735 -1.628 -0.882
H 0.139 -0.280 -1.513
H 2.127 -1.910 0.973
H 2.283 -0.578 -0.327
H 1.615 -2.242 -0.690
H -0.564 -2.347 1.271
H -1.065 -0.902 2.218
H 0.607 -1.486 2.405
H 1.617 2.259 0.763
H 1.728 0.949 0.458
O 2.387 1.718 0.446

---

b | 23
Properties=species:S:1:pos:R:3 method="wB97M-V/def2-TZVPD" orbital_gap_ev=9.032 smiles=CSCC[C@@H](C)N.O lumo_energy_ev=0.69 total_charge=0
C -0.585 -1.970 1.875
C -0.137 -0.841 0.917
C 0.069 0.423 1.745
C 0.063 1.742 0.999
S 1.519 1.963 -0.055
C 0.885 1.842 -1.751
N -0.968 -0.629 -0.237
H -0.262 -2.917 1.487
H -0.326 -1.737 2.902
H -1.676 -2.013 1.803
H 0.849 -1.135 0.536
H 0.914 0.249 2.409
H -0.827 0.477 2.369
H -0.845 1.804 0.383
H -0.117 2.610 1.606
H 0.099 1.106 -1.713
H 0.450 2.772 -2.127
H 1.718 1.501 -2.347
H -1.897 -0.279 0.015
H -1.081 -1.459 -0.799
H 0.036 -1.486 -3.493
H 1.203 -0.873 -2.817
O 0.916 -1.146 -3.708

---

Bottom line: b, by a margin of 171.4 kJ/mol.

---

a | 23
Properties=species:S:1:pos:R:3 method="wB97M-V/def2-TZVPD" orbital_gap_ev=9.592 smiles=CCNCCCS.O lumo_energy_ev=0.99 total_charge=0
C -0.246 -1.515 0.284
C 0.944 -2.269 0.833
S 1.652 -3.529 -0.317
C -0.138 0.025 0.311
N -0.591 0.758 -0.861
C 0.120 0.549 -2.117
C -0.794 0.877 -3.291
H -1.155 -1.827 0.779
H -0.369 -1.815 -0.761
H 1.842 -1.698 1.096
H 0.771 -2.739 1.802
H 1.304 -4.605 0.395
H -0.622 0.514 1.132
H 0.935 0.204 0.379
H -1.572 0.607 -1.022
H 0.963 1.231 -2.112
H 0.492 -0.469 -2.252
H -1.145 1.899 -3.319
H -0.192 0.691 -4.182
H -1.520 0.079 -3.427
H -0.032 4.779 4.881
H -0.428 4.234 6.337
O -0.220 4.018 5.431

---

b | 23
Properties=species:S:1:pos:R:3 method="wB97M-V/def2-TZVPD" orbital_gap_ev=9.069 smiles=CCN[C@@H](C)CS.O lumo_energy_ev=0.71 total_charge=0
C 1.617 0.213 -0.119
N 0.268 -0.414 0.110
C -0.827 0.510 0.402
C -1.730 -0.240 1.475
S -1.000 -0.863 3.074
C -1.702 0.631 -0.850
C 2.436 0.006 1.224
H 2.082 -0.465 -0.837
H 1.604 1.305 -0.189
H 0.193 -1.293 -0.379
H -0.429 1.429 0.805
H -2.687 0.229 1.665
H -1.914 -1.193 0.982
H 0.039 -1.592 2.632
H -1.853 -0.220 -1.500
H -2.558 1.235 -0.546
H -1.297 1.242 -1.686
H 3.166 -0.802 1.212
H 2.791 1.021 1.534
H 1.797 -0.280 2.086
H 0.552 -0.627 -4.109
H -0.279 0.349 -3.093
O -0.269 -0.183 -3.895

---

Bottom line: a, by a margin of 96.2 kJ/mol.

---

a | 15
Properties=species:S:1:pos:R:3 method="wB97M-V/def2-TZVPD" orbital_gap_ev=11.116 smiles=CC(C)O.O lumo_energy_ev=0.93 total_charge=0
C -1.084 -0.228 -1.225
C 0.399 0.057 -1.384
C 1.351 -1.221 -1.949
O 0.846 0.549 -0.047
H -1.635 0.598 -0.541
H -1.129 -1.176 -0.570
H -1.662 -0.379 -2.087
H 0.614 0.799 -2.261
H 1.678 -1.269 -2.992
H 0.800 -2.237 -1.755
H 2.221 -1.051 -1.291
H 0.562 1.439 0.228
H -0.676 0.839 5.759
H -1.574 1.767 4.967
O -0.712 1.514 5.150

---

b | 15
Properties=species:S:1:pos:R:3 method="wB97M-V/def2-TZVPD" orbital_gap_ev=10.804 smiles=CC(C)O.O lumo_energy_ev=0.68 total_charge=0
C -0.194 1.168 -0.828
C -0.746 0.134 0.149
C -0.903 -1.281 -0.310
O -2.057 0.568 0.559
H -0.440 2.127 -0.382
H -0.624 1.115 -1.826
H 0.894 1.122 -0.920
H -0.086 0.107 1.036
H -0.008 -1.647 -0.806
H -1.759 -1.345 -0.999
H -1.285 -1.882 0.516
H -1.985 1.344 1.109
H 2.912 -0.366 1.276
H 4.081 -0.788 0.392
O 3.162 -0.497 0.360

---

Bottom line: b, by a margin of 139.8 kJ/mol.

---

a | 15
Properties=species:S:1:pos:R:3 method="wB97M-V/def2-TZVPD" orbital_gap_ev=10.530 smiles=CCO.CO lumo_energy_ev=0.67 total_charge=0
C -1.320 1.872 0.925
O -1.654 0.593 0.346
H -2.493 0.263 0.690
H -1.479 1.845 1.990
H -1.916 2.688 0.519
H -0.284 2.001 0.635
C 1.016 -1.180 -1.230
C 1.227 -1.265 0.284
O 0.742 0.112 -1.714
H 1.938 -1.520 -1.682
H 0.207 -1.878 -1.469
H 0.328 -1.119 0.878
H -0.053 0.446 -1.278
H 2.041 -0.619 0.639
H 1.698 -2.239 0.465

---

b | 15
Properties=species:S:1:pos:R:3 method="wB97M-V/def2-TZVPD" orbital_gap_ev=9.476 lumo_energy_ev=-0.92 total_charge=0
C 0.374 0.885 -1.066
O -0.702 -0.653 -1.384
C 0.278 0.834 0.453
C 1.382 1.391 1.309
H 0.268 1.924 -1.529
H 1.170 0.329 -1.505
H -0.531 0.459 -1.672
H 0.115 -0.208 0.759
H -0.606 1.376 0.584
H 2.300 0.878 1.296
H 1.045 1.232 2.325
H 1.697 2.446 1.247
H -2.051 -2.198 0.822
H -1.027 -1.687 -0.267
O -1.120 -2.249 0.604

---

c | 15
Properties=species:S:1:pos:R:3 method="wB97M-V/def2-TZVPD" orbital_gap_ev=8.643 smiles="C=CC.O.O" lumo_energy_ev=0.35 total_charge=0
C -0.454 -0.018 2.246
C -1.555 0.425 1.319
C -1.523 1.328 0.318
H 0.525 0.354 1.964
H -0.396 -1.104 2.202
H -0.694 0.244 3.282
H -2.450 -0.206 1.362
H -1.662 1.068 -0.735
H -1.124 2.344 0.353
H -0.343 -1.283 -2.349
H -0.736 -1.574 -0.890
O -1.019 -1.113 -1.686
H 4.299 0.047 -0.965
H 2.843 -0.414 -1.242
O 3.660 -0.135 -1.661

---

Bottom line: a, by a margin of 151.8 kJ/mol.

---

a | 46
Properties=species:S:1:pos:R:3 method="wB97M-V/def2-TZVPD" orbital_gap_ev=10.473 lumo_energy_ev=-3.14 total_charge=+1
O -1.691 -3.800 0.533
H 1.048 -0.114 -0.395
H -0.362 3.320 2.249
O -1.013 3.595 1.597
H -3.713 -2.116 -0.189
H 3.553 0.706 -0.352
O 2.799 -1.979 -1.744
H -1.796 -0.865 -3.967
H -2.782 2.047 3.410
O 4.180 0.490 -1.065
H 2.737 1.336 3.217
H -1.387 -1.553 2.728
O 0.799 -0.970 -0.891
H 5.008 0.926 -0.848
H -2.873 -0.973 0.495
O 1.743 -2.464 1.913
H 1.517 -1.285 -1.652
H 3.064 -2.107 -0.837
O -0.870 -0.778 -3.766
H 1.771 -1.660 2.436
H -1.840 0.842 -0.617
O 1.804 1.306 -0.012
H -0.415 -1.231 -4.471
H -1.556 1.085 0.881
O 1.990 1.508 2.612
H 0.037 -0.516 -1.312
H -3.754 3.156 -1.807
O -0.475 -1.353 2.953
H 1.335 2.024 -0.450
O -3.592 -1.193 -0.016
H -0.397 3.830 0.892
H 0.068 -1.504 2.172
O -1.141 1.014 0.013
H 2.153 0.673 2.147
H 1.612 -3.201 2.518
O -3.199 2.409 -1.669
H -1.213 -4.587 0.805
H -2.735 2.636 -0.856
O -2.670 1.293 2.813
H -1.844 -3.855 -0.413
H 1.801 1.346 -2.804
O 1.190 0.777 -3.280
H 0.572 1.354 -3.734
H 3.381 -1.293 -2.071
H 2.301 1.868 0.592
H -3.331 1.612 2.176

---

b | 46
Properties=species:S:1:pos:R:3 method="wB97M-V/def2-TZVPD" orbital_gap_ev=10.923 lumo_energy_ev=-2.80 total_charge=+1
O -0.747 0.296 2.797
H -1.837 1.461 -2.356
H -0.970 1.289 2.459
O -3.956 -0.765 -0.732
H -3.053 -0.675 -0.951
H -4.078 -0.005 -0.066
O -1.482 0.591 -2.149
H -0.389 -0.575 -3.482
H 3.924 -2.469 -0.027
O -2.038 2.606 2.437
H 2.694 2.674 -1.451
H -3.000 2.821 2.163
O -0.272 -2.194 -1.250
H -0.360 -1.172 -0.958
H 0.661 -1.762 -1.573
O 0.436 -0.986 -3.399
H 0.368 0.562 0.379
H -1.387 0.566 -1.260
O -0.459 -0.019 0.247
H -0.505 5.137 -0.180
H 2.172 3.887 -0.753
O 4.042 0.872 0.369
H -0.052 -2.697 -0.367
H 3.559 0.996 -0.507
O 2.559 3.084 -0.611
H 0.510 -1.853 -3.905
H 0.333 -3.632 1.404
O -2.826 2.324 -0.512
H 3.078 -3.247 1.056
O -0.613 -3.062 2.570
H -1.320 -3.669 2.302
H -0.395 -3.122 3.432
O 0.102 4.552 0.131
H 4.429 1.714 0.624
H 0.084 3.710 0.502
O 0.258 -4.143 0.481
H -0.476 -0.441 1.077
H -0.040 -4.925 0.670
O 3.451 -2.505 0.718
H -1.615 0.192 3.169
H 2.751 -1.431 -0.517
O 2.407 -1.463 -1.516
H 2.466 -0.484 -1.955
H -2.231 2.628 3.355
H -2.901 2.141 -1.376
H -3.284 3.194 -0.491

---

Bottom line: a, by a margin of 311.3 kJ/mol.